[1]
64
Properties=species:S:1:pos:R:3:forces:R:3 method="wB97M-V/def2-TZVPD" total_charge=-1
C 2.85306 2.62508 1.56430 -0.14 0.09 0.01
C 2.13110 1.60073 2.44063 0.33 0.39 0.05
C 1.96961 0.18578 1.88959 -0.01 -0.14 0.32
Br 1.16533 -0.88321 3.30423 -0.18 -0.08 -0.03
C 1.38129 -0.15892 0.47019 0.44 0.08 0.31
C 2.34037 0.43302 -0.47995 -0.30 0.31 -0.07
N 3.11036 0.82640 -1.23342 0.21 -0.04 0.03
C 1.62006 -1.70645 0.29841 0.10 -0.24 -0.36
C 1.51515 -2.30010 -1.09057 0.07 -0.09 -0.14
C 2.64454 -2.32650 -1.90891 0.01 0.04 -0.05
C 2.59198 -2.87722 -3.17940 -0.16 -0.05 -0.09
C 1.40848 -3.42458 -3.65414 -0.23 0.05 0.22
C 0.27476 -3.44428 -2.84498 0.16 0.00 -0.02
C -1.02322 -4.03915 -3.32592 0.11 0.24 0.37
C 0.34618 -2.88614 -1.57135 0.08 -0.21 -0.02
C -0.10539 0.22363 0.05853 -0.54 -0.53 -0.54
C -0.98301 -0.88894 0.44987 -0.02 0.03 0.47
N -1.66771 -1.75750 0.75601 -0.03 0.11 -0.12
C -0.22186 0.37201 -1.51833 -0.19 0.16 -0.17
C -1.53865 -0.14954 -2.10763 0.30 0.04 -0.40
C 0.13658 1.75302 -2.10270 0.54 -0.30 -0.43
C 0.87313 1.59478 -3.44729 -0.41 0.33 0.02
S -0.80090 1.66648 1.00328 0.33 0.44 0.55
O -0.06540 2.83710 0.62989 -0.04 -0.17 -0.27
O -0.97115 1.33043 2.37712 0.01 -0.25 -0.21
C -2.56954 2.10772 0.49050 -0.14 0.13 0.23
F -2.68964 2.36830 -0.80899 0.08 -0.07 -0.39
F -2.66786 3.28358 1.13185 0.07 0.27 0.20
C -3.76738 1.21652 0.96779 0.00 0.15 -0.28
F -4.30750 0.63722 -0.12291 -0.07 -0.16 -0.25
F -3.40041 0.26943 1.80873 0.20 -0.31 0.36
C -4.90406 2.02463 1.64684 0.21 -0.36 -0.24
F -5.91816 1.19655 1.84643 -0.47 -0.36 0.09
F -5.31934 3.00219 0.85561 -0.17 0.49 -0.41
F -4.52928 2.51472 2.80040 0.23 0.29 0.63
H 2.40178 2.75391 0.58663 -0.01 -0.02 -0.08
H 3.91091 2.39826 1.43760 0.04 -0.10 -0.07
H 2.77315 3.59349 2.05731 0.10 0.03 0.07
H 2.74359 1.46150 3.33275 -0.06 -0.09 0.09
H 1.21536 2.02658 2.82903 -0.26 -0.17 -0.12
H 2.97971 -0.21676 1.84289 0.04 -0.05 -0.22
H 2.65114 -1.85261 0.61716 0.03 0.00 0.12
H 1.00495 -2.26178 0.99849 -0.16 0.17 0.06
H 3.57622 -1.90836 -1.55351 0.02 0.04 0.05
H 3.47216 -2.88835 -3.80687 0.08 0.03 0.02
H 1.34383 -3.85550 -4.64449 0.13 -0.02 -0.08
H -0.85831 -4.83242 -4.04871 -0.06 -0.02 -0.12
H -1.57684 -4.43496 -2.47606 -0.06 -0.13 -0.03
H -1.64502 -3.25707 -3.76311 -0.06 -0.05 -0.20
H -0.53492 -2.93412 -0.94675 0.06 -0.02 0.06
H 0.51924 -0.31463 -1.92542 0.20 0.03 0.31
H -1.58883 0.20617 -3.13799 -0.02 0.02 -0.04
H -2.43384 0.19685 -1.61728 -0.21 0.03 0.23
H -1.54098 -1.23629 -2.15799 -0.15 0.00 0.17
H 0.79760 2.29058 -1.43456 -0.15 0.26 0.07
H -0.75575 2.34022 -2.29352 -0.17 0.10 0.39
H 0.68225 2.46847 -4.07204 0.03 0.04 -0.02
H 1.94648 1.53244 -3.30379 0.07 -0.28 0.00
H 0.50834 0.73088 -4.00361 0.11 -0.12 -0.03
O -1.26393 0.43601 6.00652 -0.01 0.00 -0.01
Cl -0.10350 0.15440 6.82014 0.02 0.03 -0.01
O 0.03730 -1.27797 6.98013 0.00 0.00 -0.02
O -0.25355 0.77776 8.11526 -0.01 -0.04 0.01
O 1.07995 0.67651 6.16809 0.04 0.07 0.04

[2]
143
Properties=species:S:1:pos:R:3:forces:R:3 method="wB97M-V/def2-TZVPD" total_charge=+3
Ti -0.05948 -0.04410 0.05962 -0.10 -0.81 0.39
C -4.87196 -1.87109 1.84967 -0.24 0.02 0.16
N -3.48361 -2.16868 1.52133 0.04 0.16 -0.22
C -2.49478 -1.24354 1.42375 -0.07 -0.08 0.50
N -1.34592 -1.81738 1.05628 -0.29 -0.03 -0.04
C -1.62527 -3.15253 0.88108 -0.30 -0.13 0.02
C -2.96451 -3.38132 1.18657 0.40 -0.02 -0.04
C -3.72543 -4.63590 1.23191 -0.09 -0.14 0.03
C -3.63562 -5.55891 0.18942 -0.07 0.13 -0.03
C -4.33751 -6.74999 0.24605 0.01 -0.04 -0.04
C -5.13120 -7.04131 1.34747 -0.02 0.02 -0.03
C -5.20608 -6.14227 2.40070 -0.04 0.02 0.05
C -4.50521 -4.94786 2.34741 0.06 0.01 -0.03
C -0.69968 -4.24245 0.50277 0.13 0.04 0.01
C 0.02484 -4.21642 -0.68532 -0.14 -0.08 0.06
C 0.78874 -5.30970 -1.06645 0.05 0.02 -0.08
C 0.82688 -6.44647 -0.27238 -0.06 -0.03 -0.03
C 0.10756 -6.48041 0.91377 -0.04 -0.06 0.05
C -0.64120 -5.38340 1.30685 0.04 0.08 -0.04
P -2.66645 0.28567 2.38340 0.42 0.13 -0.36
C -2.34743 1.62236 1.19886 -0.01 -0.18 0.15
N -1.26854 1.69186 0.40023 -0.17 0.04 0.02
C -1.16968 3.01758 0.00007 -0.37 0.30 -0.05
C -2.20572 3.72495 0.58056 0.48 -0.10 -0.16
N -2.91849 2.82925 1.32730 -0.06 -0.20 -0.19
C -4.03154 3.18376 2.19831 -0.22 0.12 0.27
C -2.42168 5.18132 0.58653 -0.05 0.17 0.12
C -3.58885 5.77129 0.10902 -0.01 -0.07 -0.08
C -3.73005 7.15011 0.13374 -0.06 0.04 -0.03
C -2.70602 7.95015 0.61890 0.01 -0.04 0.03
C -1.54161 7.36678 1.10004 0.02 0.04 -0.02
C -1.40090 5.99002 1.08909 -0.07 -0.06 0.05
C -0.17129 3.71360 -0.82975 0.20 -0.11 -0.05
C 1.15158 3.81659 -0.40908 -0.07 -0.07 0.02
C 2.02576 4.67400 -1.05745 0.11 -0.06 0.05
C 1.58775 5.42889 -2.13615 -0.02 -0.01 -0.06
C 0.27094 5.32780 -2.56294 0.02 0.01 -0.07
C -0.60850 4.48450 -1.90554 0.01 -0.16 -0.05
C -0.93521 0.31370 2.94725 -0.03 -0.17 0.01
N 0.18552 0.21268 2.19800 0.18 0.33 0.96
C 1.23584 0.25031 3.12680 -0.11 -0.21 0.16
C 0.71413 0.34933 4.39724 0.27 0.04 -0.32
N -0.64528 0.39570 4.25332 -0.04 -0.04 -0.23
C -1.60825 0.56869 5.33350 -0.23 0.02 0.28
C 1.40760 0.44149 5.68807 -0.10 0.01 0.32
C 2.41633 1.38164 5.89288 -0.08 0.06 -0.04
C 3.02628 1.48547 7.13214 0.04 0.03 0.01
C 2.63491 0.66241 8.17909 0.02 -0.01 -0.04
C 1.64858 -0.29186 7.97540 -0.04 0.00 0.06
C 1.03855 -0.40292 6.73727 0.07 -0.06 -0.11
C 2.70211 0.19423 2.96043 0.04 -0.01 -0.32
C 3.40251 -0.85207 3.56262 -0.02 -0.01 -0.18
C 4.78625 -0.82303 3.61590 -0.01 -0.03 0.05
C 5.48159 0.25372 3.08072 0.05 -0.04 -0.01
C 4.79094 1.29707 2.48378 -0.01 0.09 -0.07
C 3.40482 1.27080 2.43079 -0.05 -0.05 -0.12
H -5.15975 -0.91501 1.41769 0.04 -0.02 -0.05
H -5.51163 -2.64895 1.44180 0.04 0.00 -0.02
H -5.01628 -1.82817 2.92914 0.01 -0.03 -0.02
H -3.01397 -5.33981 -0.66846 0.03 -0.01 0.03
H -4.26371 -7.45391 -0.57207 -0.02 -0.01 0.00
H -5.69303 -7.96466 1.38169 0.03 -0.02 0.02
H -5.80883 -6.36789 3.26996 0.00 -0.03 -0.01
H -4.54477 -4.27259 3.19367 -0.01 0.01 -0.01
H -0.05980 -3.35538 -1.32952 0.10 0.02 -0.01
H 1.34553 -5.28819 -1.99591 -0.02 0.01 0.00
H 1.40380 -7.30720 -0.58387 0.00 0.00 0.01
H 0.11743 -7.36924 1.53066 0.04 0.01 0.01
H -1.19980 -5.41891 2.23321 -0.03 0.00 0.01
H -3.65717 3.63156 3.11921 0.05 -0.01 -0.04
H -4.66151 3.91488 1.70234 0.00 -0.05 -0.04
H -4.62006 2.30366 2.44163 0.04 -0.03 -0.07
H -4.38330 5.16407 -0.31065 0.01 -0.03 0.01
H -4.64203 7.60206 -0.23224 0.01 0.00 -0.03
H -2.81716 9.02578 0.62616 0.00 0.00 0.00
H -0.74053 7.98422 1.48344 -0.02 0.01 0.01
H -0.49917 5.53509 1.47997 0.02 0.00 -0.05
H 1.47369 3.25414 0.46035 0.08 0.00 0.00
H 3.04498 4.77586 -0.70558 -0.01 -0.03 -0.02
H 2.26829 6.10264 -2.63875 0.01 0.01 0.01
H -0.07666 5.91885 -3.39962 0.01 0.01 0.01
H -1.64543 4.43993 -2.21638 -0.01 0.00 0.01
H -1.98142 -0.39143 5.68749 0.07 -0.02 -0.04
H -1.11819 1.07619 6.15930 0.02 0.02 -0.03
H -2.45120 1.16607 4.99588 0.06 0.03 -0.04
H 2.71297 2.04441 5.08946 0.00 -0.02 0.01
H 3.80604 2.21959 7.28346 -0.01 0.02 0.01
H 3.09882 0.76483 9.15051 0.02 -0.03 -0.01
H 1.34845 -0.94783 8.78138 0.02 0.00 0.00
H 0.29090 -1.17139 6.57790 -0.03 0.02 0.01
H 2.85733 -1.67573 4.00925 0.00 0.01 0.02
H 5.32087 -1.62520 4.10854 0.01 0.00 -0.03
H 6.56122 0.28639 3.14581 -0.01 0.00 0.00
H 5.32729 2.14776 2.08364 0.01 -0.02 0.01
H 2.85784 2.11080 2.01926 0.02 0.04 -0.04
C 2.78560 -4.30223 1.67900 0.04 -0.01 0.06
C 2.91584 -3.05286 0.86905 0.05 -0.03 0.01
C 4.10289 -2.74063 0.21524 -0.11 0.01 -0.02
C 4.21941 -1.53062 -0.43192 -0.05 0.05 -0.04
C 3.14506 -0.65353 -0.46004 0.00 0.05 0.06
Br 3.52488 0.98239 -1.31992 -0.32 0.02 0.26
N 1.96084 -0.95647 0.11595 -0.01 0.10 -0.03
C 1.88887 -2.14039 0.76791 -0.02 0.09 0.30
H 3.53943 -4.30644 2.46878 -0.03 -0.01 0.02
H 2.96014 -5.17963 1.05754 -0.02 -0.01 0.02
H 1.80104 -4.39202 2.13427 0.02 0.00 -0.02
H 4.93281 -3.43654 0.22599 0.05 0.04 0.05
H 5.13956 -1.23481 -0.91388 0.00 -0.03 0.00
H 0.95807 -2.33543 1.28361 0.00 0.00 -0.02
C -2.40932 0.14882 -4.70473 0.07 -0.07 -0.12
N -2.08743 -0.01147 -3.28718 0.23 -0.23 0.42
C -2.79968 0.92595 -2.42385 0.06 0.01 -0.09
P -1.38440 -1.38638 -2.71657 -0.51 -0.38 -0.92
O -0.92278 -1.05093 -1.27744 0.32 0.36 0.03
N -0.12678 -1.93221 -3.60586 -0.20 0.38 0.27
C 1.24934 -1.99414 -3.11415 0.10 -0.29 -0.09
C -0.26740 -2.30259 -5.01615 -0.06 -0.14 -0.05
N -2.47565 -2.61857 -2.66591 0.25 0.47 -0.30
C -2.28944 -3.94000 -3.25481 0.09 -0.18 0.13
C -3.84998 -2.32965 -2.26187 0.02 -0.03 0.00
H -3.35019 -0.33767 -4.97800 0.00 -0.01 0.03
H -1.60720 -0.23592 -5.32767 -0.06 0.08 -0.02
H -2.49948 1.21456 -4.90991 0.03 -0.01 -0.02
H -2.40010 1.93146 -2.57350 -0.03 0.02 0.02
H -2.66882 0.64962 -1.38454 -0.09 0.05 0.09
H -3.86898 0.92975 -2.65374 0.02 -0.01 -0.02
H 1.35298 -1.38740 -2.22576 0.12 0.02 0.03
H 1.93206 -1.61318 -3.87009 -0.19 -0.20 0.14
H 1.53466 -3.02616 -2.89106 -0.08 -0.01 0.06
H -1.31631 -2.39002 -5.29303 0.04 -0.05 -0.04
H 0.21684 -3.26485 -5.19188 -0.04 -0.02 0.02
H 0.21015 -1.55940 -5.65795 -0.01 0.00 0.03
H -2.83931 -4.04154 -4.19395 0.00 0.06 0.01
H -2.66279 -4.69665 -2.56420 0.02 0.01 -0.04
H -1.23582 -4.13788 -3.43160 -0.05 -0.02 0.01
H -3.90317 -1.35530 -1.77734 -0.08 -0.02 0.02
H -4.18514 -3.08966 -1.55188 0.01 0.02 0.01
H -4.52955 -2.33886 -3.11788 0.01 0.03 0.01
F 0.38699 1.73134 -4.38366 0.00 0.05 0.08
B 1.69130 1.53797 -4.44324 -0.06 0.14 -0.28
F 2.15207 0.32252 -4.20423 0.11 0.38 -0.15
F 2.50942 2.50176 -4.77526 -0.04 0.03 0.15
F 0.61804 0.92752 -1.16740 0.41 0.59 -0.39

Listing energy relative to the best compared isomer or geometry (same formula, charge and spin) for the structures above in their given order: 0.0; 31.0 kcal/mol.
Listing total energy for the structures above in their given order: -5544.8846; -7477.1571 a.u..
Listing largest force on an atom for the structures above in their given order: 0.93; 1.12 eV Å⁻¹.